Entry from the Open Molecules 2025 dataset: CoF8N4O16S8 as an isolated structure in a non-equilibrium geometry (ωB97M-V with the def2-TZVPD basis set).

The value obtained for the energy above the lowest of the compared OMol25 structures with the same formula, charge and spin is 1040.06 kJ/mol. As for the HOMO energy (alpha / beta): -5.4 / -5.4 eV. The value obtained for the LUMO energy (alpha / beta) is 0.044 / -0.126 Eh. As for the HOMO-LUMO gap (alpha / beta): 0.2411 / 0.0717 hartree. As for the electronic energy: -184758.7080 eV.

The geometry in ORCA input format:
```
! RIJCOSX wB97M-V def2-TZVPD def2/J DEFGRID3
* xyz -2 4
Co 0.202 0.541 -0.428
S 4.862 0.532 -0.242
S 0.111 5.051 -1.463
S 0.239 5.347 0.837
S -0.654 -2.899 3.947
S -2.844 -3.601 4.643
S 4.366 -0.159 -2.501
S -2.236 -3.021 -2.757
S -3.880 -1.371 -2.457
F -0.694 -3.190 -2.291
F -0.201 4.451 2.091
F -3.713 0.239 -2.506
F 3.964 1.031 1.020
F -3.654 -3.947 5.947
F 3.410 -1.020 -3.413
F 0.010 3.749 -2.483
F 0.598 -2.133 4.703
O -1.092 5.882 -1.696
O -3.636 -2.506 4.152
O 4.349 1.052 -3.286
O -2.194 -3.168 -4.213
O -0.050 -4.103 3.368
O -4.743 -1.656 -1.336
O 5.437 1.798 -0.714
O -4.430 -1.642 -3.792
O -1.081 -1.837 3.002
O 1.472 5.443 -1.883
O -2.911 -4.020 -1.978
O -0.800 6.384 0.891
O 5.748 -0.450 0.361
O 5.666 -0.849 -2.491
O -2.937 -4.886 3.990
O 1.603 5.657 1.143
N -1.543 -3.198 5.379
N -2.357 -1.426 -2.099
N 3.556 -0.141 -1.200
N 0.055 4.063 -0.243
*
```

How is the electron density shared among the atoms? According to Löwdin, the charges in e are: 0.89 0.61 0.51 0.52 0.67 0.46 0.39 0.55 0.44 -0.23 -0.23 -0.25 -0.23 -0.16 -0.19 -0.27 -0.19 -0.31 -0.13 -0.31 -0.30 -0.21 -0.31 -0.29 -0.30 -0.23 -0.30 -0.29 -0.30 -0.31 -0.32 -0.15 -0.28 -0.07 -0.29 -0.30 -0.29


Entry from the Open Molecules 2025 dataset: C4H6N2O as an isolated structure (ωB97M-V with the def2-TZVPD basis set).

The value obtained for the energy above the lowest of the compared OMol25 structures with the same formula, charge and spin is 279.79 kJ/mol. As for the HOMO energy: -9.1 eV. The value obtained for the LUMO energy is 0.023 Eh. As for the HOMO-LUMO gap: 0.3571 hartree. As for the electronic energy: -9270.6021 eV.

The geometry in ORCA input format:
```
! RIJCOSX wB97M-V def2-TZVPD def2/J DEFGRID3
* xyz 0 1
O 1.874 1.048 -0.208
N -1.386 -0.921 0.965
N 1.712 -1.077 -1.368
C -0.111 0.472 -0.481
C 0.563 1.503 0.036
C 1.228 -0.084 -0.787
C -1.442 -0.162 -0.294
H 0.378 2.474 0.482
H -0.729 -1.688 0.831
H -2.244 0.582 -0.231
H 2.730 -1.029 -1.395
H -1.694 -0.838 -1.117
H -0.915 -0.301 1.623
*
```

How is the electron density shared among the atoms? According to Löwdin, the charges in e are: 0.01 0.00 0.20 -0.15 -0.02 -0.39 -0.23 0.13 0.07 0.11 0.07 0.12 0.07


Entry from the Open Molecules 2025 dataset: a 2-piece molecular cluster, C5H10 overall in a non-equilibrium geometry (ωB97M-V with the def2-TZVPD basis set).

The value obtained for the energy above the lowest of the compared OMol25 structures with the same formula, charge and spin is 628.36 kJ/mol. As for the HOMO energy: -6.8 eV. The value obtained for the LUMO energy is -0.046 Eh. As for the HOMO-LUMO gap: 0.2052 hartree. As for the electronic energy: -5340.7535 eV.

The geometry in ORCA input format:
```
! RIJCOSX wB97M-V def2-TZVPD def2/J DEFGRID3
* xyz 0 1
C -0.282 0.046 0.258
C -1.224 -0.217 1.479
C 1.689 -0.753 0.943
C 1.070 0.476 0.565
C 1.584 1.726 0.496
H -2.615 -0.817 -6.025
H 0.989 2.515 0.039
H -2.184 0.275 1.243
H -1.316 -1.312 1.549
H 1.327 -1.751 0.751
H 2.620 -0.568 1.498
H -0.348 -0.845 -0.381
H -3.142 -0.870 -5.504
H -0.791 0.193 2.383
H 2.623 1.902 0.706
*
```

How is the electron density shared among the atoms? According to Löwdin, the charges in e are: -0.02 -0.11 0.08 -0.51 0.03 0.00 0.05 0.07 0.07 0.06 0.07 0.10 0.00 0.07 0.04


Entry from the Open Molecules 2025 dataset: one molecule with the formula C5H9NO2 in a non-equilibrium geometry (ωB97M-V with the def2-TZVPD basis set).

Its structure (SMILES) is C[C@](O)(C#CN)CO. The value obtained for the energy above the lowest of the compared OMol25 structures with the same formula, charge and spin is 428.84 kJ/mol. As for the HOMO energy: -8.0 eV. The value obtained for the LUMO energy is 0.027 Eh. As for the HOMO-LUMO gap: 0.3205 hartree. As for the electronic energy: -10912.1310 eV.

The geometry in ORCA input format:
```
! RIJCOSX wB97M-V def2-TZVPD def2/J DEFGRID3
* xyz 0 1
O 0.923 -1.203 1.176
O 0.825 1.660 1.067
N -2.821 0.949 0.569
C 0.525 -0.697 -0.058
C -1.938 -0.024 0.307
C -0.791 -0.227 -0.192
C 1.184 -1.424 -1.204
C 0.897 1.058 -0.189
H 0.365 1.700 -0.894
H 1.926 0.974 -0.547
H 1.215 1.061 1.721
H -3.706 0.660 0.941
H 0.833 -2.464 -1.193
H 0.129 -1.482 1.646
H 2.266 -1.400 -1.101
H -2.727 1.849 0.109
H 0.895 -0.989 -2.158
*
```

How is the electron density shared among the atoms? According to Löwdin, the charges in e are: 0.02 -0.05 0.04 -0.53 -0.13 -0.05 -0.03 -0.15 0.12 0.11 0.09 0.08 0.09 0.11 0.08 0.11 0.09